Entry 1:
Density functional theory data (ωB97M-V/def2-TZVPD) for a 2-piece molecular cluster, C4H11N3O2 overall.

Geometry as XYZ:
```
20
Properties=species:S:1:pos:R:3:forces:R:3
C -2.8495 -0.2413 -2.2056 -0.531 -1.105 -0.676
C -2.3434 0.3023 -0.9105 1.996 0.958 0.151
O -2.6775 1.3295 -0.3872 -0.651 -0.047 0.005
O -1.2377 -0.3700 -0.5220 -0.123 -1.483 -0.735
H -2.0225 -0.5065 -2.8670 0.255 0.733 0.064
H -3.5430 0.4493 -2.6707 0.031 0.096 -0.003
H -3.3128 -1.2351 -2.1942 -0.316 0.237 0.768
C 2.8234 -0.3806 -0.8726 -0.746 0.389 0.158
C 1.5927 -0.2255 1.1655 -0.198 0.252 -1.102
N 0.5102 -0.6305 1.9333 0.542 0.796 0.069
N 1.7878 -0.7984 0.0460 0.122 -0.604 0.148
N 2.2317 0.8973 1.6281 -0.068 0.094 0.662
H 0.2083 -1.5672 1.7398 -0.118 -0.136 0.137
H 0.5795 -0.3172 2.8843 -0.296 -0.485 0.285
H -0.4683 0.0290 -0.0858 -0.761 0.499 0.295
H 3.1311 1.1740 1.2950 -0.004 0.023 -0.167
H 1.7859 1.4719 2.3193 0.142 -0.008 0.026
H 3.3820 0.5000 -0.5510 0.354 -0.027 0.033
H 2.3507 -0.0880 -1.8152 0.069 -0.178 -0.051
H 3.4803 -1.2198 -1.0655 0.301 -0.006 -0.067
```
Forces are in eV/Å.

E (eV): -12891.776
Net charge: 0
E_LUMO (eV): 0.718
Orbital gap (eV): 9.5
SMILES: CN=C(N)N.CC(=O)O
Maximum force (Eh/bohr): 0.0431

Atomic partial charges in e from the natural (NBO) method, atoms 1 to 2: number 1, C, carries -0.735; number 2, C, carries 0.796



Entry 2:
Density functional theory data (ωB97M-V/def2-TZVPD) for a 2-piece molecular cluster, C5H13N2 overall.

Geometry as XYZ:
```
20
Properties=species:S:1:pos:R:3:forces:R:3
N 1.1842 -0.7499 -0.9660 0.099 0.481 -0.590
C 0.3232 0.0309 -1.8992 -0.311 0.803 1.351
C -2.0287 0.5308 -1.0127 1.156 -0.244 -0.870
C -1.0781 -0.3125 -1.4764 -1.647 0.740 0.533
H 2.1455 -0.6906 -1.2728 0.281 0.107 -0.011
H 0.9432 -1.7182 -1.1111 -0.065 -0.396 0.116
H 0.4571 -0.1964 -2.9371 0.266 -0.218 -0.686
H 0.5303 1.1361 -1.7675 -0.239 -1.113 -0.186
H -2.9958 0.1673 -0.7048 -0.098 -0.066 0.016
H -1.8960 1.6210 -1.0225 0.010 -0.404 0.059
H -1.3708 -1.3718 -1.4860 0.419 0.268 -0.108
C 0.2496 -0.9078 2.1246 -0.534 0.885 -0.456
C 0.4551 1.3615 1.0674 -0.374 -0.919 0.555
N 0.6821 0.5074 1.9999 -0.269 0.105 -1.491
H -0.0594 -1.0644 3.1520 0.338 -0.110 0.162
H 1.0443 -1.5540 1.7742 0.153 -0.059 0.177
H -0.6261 -1.0358 1.5048 -0.071 -0.058 -0.283
H -0.1540 1.0702 0.2215 -0.174 0.039 0.246
H 0.8250 2.3783 1.1716 0.283 -0.240 -0.024
H 1.3693 0.7980 2.6399 0.776 0.398 1.489
```
Forces are in eV/Å.

E (eV): -8367.832
Net charge: +1
E_LUMO (eV): -4.638
Orbital gap (eV): 8.9
Maximum force (Eh/bohr): 0.0366

Atomic partial charges in e from the natural (NBO) method, atoms 1 to 2: number 1, N, carries -0.860; number 2, C, carries -0.274



Entry 3:
Density functional theory data (ωB97M-V/def2-TZVPD) for an isolated ion of composition C5H10NS and charge +1.

Geometry as XYZ:
```
17
Properties=species:S:1:pos:R:3:forces:R:3
C 0.8669 -0.4654 -0.9567 -1.169 -0.584 2.095
C 2.1553 -0.2120 -0.8470 2.022 0.489 -2.941
C -0.0950 -0.5079 0.2120 0.485 1.270 1.726
C -1.4887 -0.5040 -0.1576 0.232 -1.199 2.475
C -0.0647 0.8823 1.0360 -0.342 0.171 -0.766
N -2.3777 -1.2398 0.4410 1.882 -0.554 -0.397
S 3.2082 0.1968 0.4540 -0.271 0.087 1.030
H 0.3475 -0.8782 -1.7745 0.480 -0.072 -1.701
H 2.7854 -0.2075 -1.7961 -1.265 -0.293 1.073
H 0.0991 -1.2326 0.9928 0.188 -0.781 -0.192
H -1.7953 0.3363 -0.6749 -1.063 1.138 -2.026
H -0.9439 1.0295 1.7098 0.630 -0.248 -0.541
H -0.0920 1.6474 0.2044 0.479 -0.303 1.455
H 0.8472 0.8417 1.6738 -0.600 0.484 -0.773
H 4.1780 0.7441 -0.2841 -0.009 -0.099 -0.120
H -3.2729 -1.3748 0.0604 -1.683 0.432 -0.201
H -2.0648 -1.9748 1.0727 0.004 0.064 -0.194
```
Forces are in eV/Å.

E (eV): -17663.968
Net charge: +1
E_LUMO (eV): -4.967
Orbital gap (eV): 7.4
SMILES: C[C@@H](C=[NH2+])/C=C\S
Maximum force (Eh/bohr): 0.0701

Atomic partial charges in e from the natural (NBO) method, atoms 1 to 2: number 1, C, carries -0.280; number 2, C, carries -0.307